<a>
{
  "formula": "C12H37N6O3P2Rb",
  "method": "wB97M-V/def2-TZVPD",
  "elements": ["Rb", "O", "H", "O", "P", "N", "C", "C", "N", "C", "C", "N", "C", "C", "H", "H", "H", "H", "H", "H", "H", "H", "H", "H", "H", "H", "H", "H", "H", "H", "H", "H", "O", "P", "N", "C", "C", "N", "C", "C", "N", "C", "C", "H", "H", "H", "H", "H", "H", "H", "H", "H", "H", "H", "H", "H", "H", "H", "H", "H", "H"],
  "xyz": [[12.17, 29.34, -12.02], [9.42, 29.21, -12.30], [8.91, 28.86, -11.55], [14.12, 28.49, -13.76], [15.29, 27.65, -13.70], [16.77, 28.52, -13.42], [16.92, 29.31, -12.21], [17.43, 29.11, -14.62], [15.57, 26.69, -15.08], [16.60, 25.70, -15.05], [14.71, 26.76, -16.28], [15.13, 26.46, -12.46], [16.35, 26.05, -11.63], [13.79, 25.86, -12.19], [17.90, 29.77, -12.12], [16.71, 28.66, -11.36], [16.17, 30.10, -12.21], [18.46, 29.41, -14.44], [16.82, 29.95, -14.95], [17.27, 28.32, -15.35], [16.63, 25.23, -16.04], [17.55, 26.19, -14.83], [16.45, 24.96, -14.27], [15.39, 27.20, -17.00], [14.39, 25.78, -16.63], [13.81, 27.33, -16.06], [17.25, 26.19, -12.24], [16.48, 26.75, -10.81], [16.27, 24.98, -11.46], [13.75, 24.88, -12.66], [13.00, 26.56, -12.44], [13.58, 25.61, -11.15], [13.79, 28.46, -9.89], [13.76, 28.38, -8.39], [14.74, 27.17, -7.72], [15.00, 27.08, -6.35], [14.93, 25.86, -8.40], [12.27, 28.05, -7.64], [11.12, 28.92, -8.02], [11.88, 26.75, -7.25], [14.29, 29.82, -7.66], [15.43, 30.41, -8.36], [13.99, 30.31, -6.28], [15.24, 26.04, -6.10], [14.10, 27.33, -5.79], [15.85, 27.70, -6.07], [14.64, 26.13, -9.41], [14.35, 25.08, -7.91], [15.97, 25.53, -8.52], [10.58, 28.33, -8.76], [10.39, 29.11, -7.24], [11.45, 29.83, -8.51], [12.56, 26.31, -6.52], [10.92, 26.82, -6.72], [11.63, 26.14, -8.12], [15.07, 30.60, -9.37], [15.69, 31.39, -7.95], [16.27, 29.72, -8.40], [12.93, 30.17, -6.07], [14.12, 31.39, -6.19], [14.50, 29.76, -5.49]],
  "homo_energy_ev": -5.89,
  "molar_mass_da": 460.9,
  "orbital_gap_ha": 0.2239
}

---

<b>
{
  "formula": "C12H37N6O3P2Rb",
  "method": "wB97M-V/def2-TZVPD",
  "elements": ["Rb", "O", "H", "O", "P", "N", "C", "C", "N", "C", "C", "N", "C", "C", "H", "H", "H", "H", "H", "H", "H", "H", "H", "H", "H", "H", "H", "H", "H", "H", "H", "H", "O", "P", "N", "C", "C", "N", "C", "C", "N", "C", "C", "H", "H", "H", "H", "H", "H", "H", "H", "H", "H", "H", "H", "H", "H", "H", "H", "H", "H"],
  "xyz": [[-3.27, -0.10, 0.48], [-4.31, 1.15, 2.88], [-4.26, 2.05, 3.21], [-1.29, -2.08, -0.16], [-0.21, -2.97, 0.35], [0.64, -3.60, -0.97], [1.81, -4.42, -0.78], [-0.12, -3.92, -2.17], [-0.75, -4.29, 1.21], [-0.08, -4.82, 2.38], [-2.17, -4.62, 1.06], [1.01, -2.25, 1.26], [0.59, -1.81, 2.59], [1.96, -1.38, 0.57], [2.36, -4.48, -1.72], [1.56, -5.46, -0.52], [2.48, -4.05, -0.01], [-0.93, -3.21, -2.30], [-0.47, -4.96, -2.15], [0.49, -3.85, -3.08], [-0.45, -4.44, 3.34], [-0.24, -5.90, 2.43], [1.00, -4.71, 2.30], [-2.35, -5.65, 1.36], [-2.78, -3.95, 1.68], [-2.50, -4.44, 0.05], [0.45, -0.73, 2.63], [-0.28, -2.36, 2.94], [1.31, -2.14, 3.34], [2.84, -1.28, 1.21], [1.52, -0.38, 0.46], [2.18, -1.81, -0.40], [-1.93, 2.80, -0.83], [-0.52, 3.18, -0.82], [-0.14, 4.77, -1.26], [-0.65, 5.05, -2.62], [-0.54, 5.82, -0.33], [0.49, 2.22, -1.77], [-0.06, 1.06, -2.48], [1.84, 2.59, -2.23], [0.15, 3.12, 0.73], [1.55, 3.25, 1.03], [-0.63, 2.39, 1.73], [-1.73, 4.81, -2.66], [-0.12, 4.49, -3.39], [-0.68, 6.12, -2.81], [0.02, 5.75, 0.60], [-1.61, 5.76, -0.10], [-0.32, 6.80, -0.76], [0.63, 0.21, -2.45], [-0.95, 0.72, -1.95], [-0.29, 1.36, -3.50], [2.13, 3.53, -1.77], [2.50, 1.76, -1.98], [1.80, 2.66, -3.32], [2.14, 2.38, 0.73], [2.01, 4.12, 0.54], [1.73, 3.41, 2.09], [-1.19, 3.09, 2.37], [0.00, 1.91, 2.48], [-1.35, 1.72, 1.28]],
  "homo_energy_ev": -5.84,
  "molar_mass_da": 460.9,
  "orbital_gap_ha": 0.2194
}

---

The structure with the greatest stability is <b>.

---

<a>
{
  "formula": "C4H16NO3",
  "method": "wB97M-V/def2-TZVPD",
  "elements": ["C", "C", "C", "C", "N", "H", "H", "H", "H", "H", "H", "H", "H", "H", "H", "H", "H", "O", "H", "H", "O", "H", "H", "O"],
  "xyz": [[0.53, 2.40, 1.67], [0.49, 1.17, 0.72], [-0.82, 0.84, 0.06], [-1.79, 1.70, -0.09], [-1.14, -0.59, -0.34], [1.53, 2.56, 2.20], [0.35, 3.23, 0.97], [-0.13, 2.36, 2.50], [1.34, 1.36, -0.02], [0.90, 0.29, 1.16], [-1.97, 2.76, 0.00], [-2.78, 1.27, -0.44], [-0.75, -0.80, -1.26], [-2.14, -0.61, -0.31], [-0.78, -1.27, 0.39], [3.81, 0.74, 0.12], [4.05, 0.98, -1.32], [3.39, 0.60, -0.72], [-0.81, -3.64, -0.06], [-1.31, -3.57, 1.32], [-0.74, -3.06, 0.71], [-0.53, -3.65, -2.44], [-0.07, -2.30, -2.75], [-0.62, -2.77, -2.07]],
  "homo_energy_ev": -13.81,
  "molar_mass_da": 126.2,
  "orbital_gap_ha": 0.3968,
  "total_charge": 1
}

---

<b>
{
  "formula": "C4H16NO3",
  "method": "wB97M-V/def2-TZVPD",
  "elements": ["C", "C", "C", "C", "N", "H", "H", "H", "H", "H", "H", "H", "H", "H", "H", "H", "H", "O", "H", "H", "O", "H", "H", "O"],
  "xyz": [[1.32, 1.61, 2.25], [0.11, 1.38, 1.30], [0.59, 0.75, 0.04], [1.44, 1.28, -0.93], [0.22, -0.67, -0.29], [0.79, 1.97, 3.13], [1.92, 0.88, 2.74], [2.08, 2.30, 1.84], [-0.75, 0.97, 1.76], [-0.09, 2.49, 1.07], [1.88, 2.26, -0.76], [1.84, 0.83, -1.74], [0.47, -1.22, 0.48], [0.63, -1.06, -1.18], [-0.89, -0.72, -0.45], [-0.77, -3.01, 1.31], [0.41, -2.77, 2.17], [-0.16, -2.29, 1.59], [-3.49, 0.72, -1.30], [-3.14, -0.26, -2.52], [-2.81, 0.13, -1.73], [-0.06, -1.77, -3.59], [-1.22, -2.00, -2.57], [-0.31, -1.81, -2.62]],
  "homo_energy_ev": -13.16,
  "molar_mass_da": 126.2,
  "orbital_gap_ha": 0.3734,
  "total_charge": 1
}

---

The structure with the greatest stability is <a>.

---

<a>
{
  "formula": "C23H25N3O3",
  "method": "wB97M-V/def2-TZVPD",
  "elements": ["C", "N", "C", "C", "C", "C", "C", "C", "C", "C", "C", "C", "N", "C", "C", "C", "C", "C", "C", "H", "H", "H", "H", "H", "H", "H", "H", "H", "H", "H", "H", "H", "H", "H", "H", "H", "H", "H", "H", "H", "O", "C", "C", "N", "O", "O", "C", "C", "C", "C", "H", "H", "H", "H"],
  "xyz": [[4.77, 1.57, -4.58], [5.05, 1.16, -3.22], [6.29, 1.70, -2.71], [3.99, 0.87, -2.35], [3.58, -0.48, -2.15], [2.50, -0.76, -1.35], [1.75, 0.27, -0.70], [0.65, -0.15, 0.08], [-0.17, 0.54, 1.00], [-1.17, -0.23, 1.68], [-2.05, 0.33, 2.57], [-1.99, 1.73, 2.84], [-2.93, 2.31, 3.70], [-2.49, 3.00, 4.90], [-4.17, 2.84, 3.17], [-1.01, 2.51, 2.20], [-0.10, 1.93, 1.32], [2.15, 1.62, -0.94], [3.27, 1.90, -1.70], [3.90, 1.03, -4.97], [4.57, 2.66, -4.65], [5.66, 1.34, -5.19], [6.55, 1.22, -1.76], [7.07, 1.50, -3.46], [6.24, 2.79, -2.55], [4.15, -1.26, -2.66], [2.18, -1.80, -1.21], [0.42, -1.20, -0.02], [-1.23, -1.30, 1.46], [-2.80, -0.26, 3.10], [-1.68, 2.44, 5.38], [-2.15, 4.02, 4.69], [-3.35, 3.04, 5.58], [-4.53, 2.21, 2.35], [-4.91, 2.85, 3.98], [-4.05, 3.87, 2.80], [-0.98, 3.58, 2.40], [0.66, 2.57, 0.89], [1.57, 2.45, -0.57], [3.60, 2.93, -1.84], [-0.93, -2.44, -0.68], [-1.65, -3.46, -0.62], [-3.09, -3.38, -0.92], [-3.55, -2.32, -1.78], [-4.79, -2.13, -1.83], [-2.74, -1.66, -2.46], [-4.00, -4.30, -0.41], [-3.52, -5.44, 0.25], [-2.13, -5.68, 0.31], [-1.22, -4.76, -0.17], [-5.06, -4.11, -0.56], [-4.24, -6.14, 0.67], [-1.77, -6.61, 0.76], [-0.14, -4.94, -0.12]],
  "homo_energy_ev": -6.31,
  "molar_mass_da": 391.5,
  "orbital_gap_ha": 0.1292
}

---

<b>
{
  "formula": "C23H25N3O3",
  "method": "wB97M-V/def2-TZVPD",
  "elements": ["C", "N", "C", "C", "C", "C", "C", "C", "C", "C", "C", "C", "N", "C", "C", "C", "C", "C", "C", "H", "H", "H", "H", "H", "H", "H", "H", "H", "H", "H", "H", "H", "H", "H", "H", "H", "H", "H", "H", "H", "O", "C", "C", "N", "O", "O", "C", "C", "C", "C", "H", "H", "H", "H"],
  "xyz": [[-5.28, -2.09, 2.50], [-4.89, -1.05, 3.43], [-5.71, -0.95, 4.62], [-3.71, -0.36, 3.28], [-3.59, 0.97, 3.75], [-2.42, 1.69, 3.54], [-1.31, 1.07, 2.97], [-0.02, 1.83, 2.88], [1.22, 0.95, 2.97], [2.24, 0.97, 2.01], [3.41, 0.24, 2.21], [3.55, -0.63, 3.31], [4.72, -1.28, 3.54], [4.82, -2.41, 4.45], [5.93, -1.02, 2.78], [2.41, -0.80, 4.15], [1.31, 0.03, 4.02], [-1.44, -0.22, 2.43], [-2.63, -0.92, 2.57], [-5.08, -1.80, 1.46], [-4.75, -3.03, 2.70], [-6.36, -2.23, 2.64], [-5.41, -0.06, 5.20], [-6.76, -0.88, 4.32], [-5.59, -1.85, 5.24], [-4.46, 1.45, 4.21], [-2.37, 2.74, 3.82], [0.03, 2.59, 3.68], [2.17, 1.54, 1.09], [4.21, 0.36, 1.48], [4.38, -2.16, 5.43], [4.30, -3.30, 4.06], [5.88, -2.64, 4.57], [5.91, -0.02, 2.34], [6.79, -1.10, 3.46], [6.06, -1.76, 1.96], [2.44, -1.54, 4.95], [0.48, -0.01, 4.74], [-0.61, -0.67, 1.89], [-2.74, -1.92, 2.15], [-0.11, 2.47, 1.61], [0.57, 3.64, 1.40], [1.46, 3.67, 0.32], [1.36, 2.64, -0.71], [0.43, 1.81, -0.69], [2.21, 2.70, -1.63], [2.30, 4.76, 0.06], [2.02, 5.95, 0.73], [1.09, 5.96, 1.77], [0.42, 4.81, 2.18], [3.04, 4.63, -0.72], [2.52, 6.86, 0.39], [0.89, 6.90, 2.30], [-0.20, 4.80, 3.08]],
  "smiles": "CN(C)c1ccc(C(Oc2ccccc2[N+](=O)[O-])c2ccc(N(C)C)cc2)cc1",
  "homo_energy_ev": -7.26,
  "molar_mass_da": 391.5,
  "orbital_gap_ha": 0.2503
}

---

The structure with the greatest stability is <b>.

---

<a>
{
  "formula": "C2H2INOS",
  "method": "wB97M-V/def2-TZVPD",
  "elements": ["C", "C", "N", "O", "S", "I", "H", "H"],
  "xyz": [[0.76, 0.39, -0.24], [1.45, -0.69, -0.06], [0.16, 1.41, -0.44], [-1.16, 1.58, -0.39], [-2.20, 0.96, 0.74], [-2.45, -1.42, 0.46], [1.74, -1.17, -0.96], [1.70, -1.05, 0.88]],
  "smiles": "C=C=NOSI",
  "homo_energy_ev": -8.94,
  "molar_mass_da": 215.0,
  "orbital_gap_ha": 0.2974
}

---

<b>
{
  "formula": "C2H2INOS",
  "method": "wB97M-V/def2-TZVPD",
  "elements": ["C", "C", "N", "O", "S", "I", "H", "H"],
  "xyz": [[-0.89, 0.70, -1.29], [-0.46, 0.41, 0.09], [-1.06, 0.84, -2.41], [1.21, -1.81, -0.53], [0.34, -1.42, 0.52], [1.71, -0.38, 2.32], [0.33, 1.09, 0.47], [-1.19, 0.57, 0.82]],
  "homo_energy_ev": -10.17,
  "molar_mass_da": 215.0,
  "orbital_gap_ha": 0.3214
}

---

The structure with the greatest stability is <b>.

---

<a>
{
  "formula": "H20NO13",
  "method": "wB97M-V/def2-TZVPD",
  "elements": ["N", "O", "O", "O", "O", "H", "H", "O", "H", "H", "O", "H", "H", "O", "H", "H", "O", "H", "H", "O", "H", "H", "O", "H", "H", "O", "H", "H", "O", "H", "H", "O", "H", "H"],
  "xyz": [[0.40, -0.01, -0.25], [0.09, -0.76, -1.27], [-0.37, 0.04, 0.78], [1.26, 0.82, -0.49], [1.89, 1.00, -3.27], [1.35, 0.74, -4.10], [1.49, 0.73, -2.61], [-2.71, -1.78, -2.01], [-2.12, -1.73, -1.22], [-3.04, -0.84, -2.21], [0.76, 0.66, 3.39], [1.03, 0.07, 4.19], [0.18, 0.30, 2.88], [-2.61, 2.22, 1.41], [-2.05, 1.41, 1.29], [-2.38, 2.74, 0.60], [-2.33, -1.90, 0.87], [-1.58, -1.28, 0.75], [-3.15, -1.41, 1.04], [2.64, 1.63, 2.46], [2.24, 1.71, 1.56], [1.73, 1.60, 2.73], [-0.91, 1.60, -3.28], [-0.39, 0.64, -2.91], [-0.10, 1.96, -3.73], [2.59, 2.57, -0.58], [1.93, 1.98, -0.63], [3.23, 1.98, -0.94], [-0.07, -2.15, 2.86], [-0.62, -2.22, 2.16], [-0.29, -2.62, 3.53], [0.48, -3.47, -1.18], [0.31, -2.62, -1.27], [1.10, -3.61, -0.52]],
  "homo_energy_ev": -6.73,
  "molar_mass_da": 242.2,
  "orbital_gap_ha": 0.3460,
  "total_charge": -1
}

---

<b>
{
  "formula": "H20NO13",
  "method": "wB97M-V/def2-TZVPD",
  "elements": ["N", "O", "O", "O", "O", "H", "H", "O", "H", "H", "O", "H", "H", "O", "H", "H", "O", "H", "H", "O", "H", "H", "O", "H", "H", "O", "H", "H", "O", "H", "H", "O", "H", "H"],
  "xyz": [[-33.46, -6.23, -2.65], [-32.82, -5.53, -1.81], [-33.43, -7.47, -2.59], [-33.82, -5.73, -3.73], [-31.35, -4.59, -5.75], [-31.13, -4.28, -6.59], [-32.00, -5.24, -5.79], [-31.41, -9.29, -4.77], [-32.07, -9.43, -4.13], [-31.33, -10.01, -5.39], [-30.13, -4.80, -0.01], [-30.85, -5.43, -0.02], [-29.47, -5.18, 0.63], [-32.41, -8.98, -0.55], [-31.70, -8.36, -0.44], [-32.90, -8.40, -1.04], [-30.63, -4.08, -2.79], [-29.84, -3.68, -2.49], [-30.91, -4.69, -2.09], [-33.11, -3.14, -3.54], [-33.45, -4.00, -3.69], [-32.34, -3.40, -3.06], [-32.18, -6.39, 1.01], [-32.96, -6.35, 0.44], [-32.14, -5.58, 1.45], [-33.86, -3.40, -0.47], [-33.58, -4.14, -0.95], [-33.61, -2.59, -0.95], [-29.78, -6.58, -3.73], [-30.35, -5.90, -3.41], [-30.17, -6.75, -4.55], [-32.62, -7.21, -5.92], [-32.12, -7.83, -5.44], [-33.23, -6.94, -5.27]],
  "homo_energy_ev": -6.67,
  "molar_mass_da": 242.2,
  "orbital_gap_ha": 0.3535,
  "total_charge": -1
}

---

The structure with the greatest stability is <b>.

---

<a>
{
  "formula": "CH2F2N2O",
  "method": "wB97M-V/def2-TZVPD",
  "elements": ["C", "N", "N", "O", "F", "F", "H", "H"],
  "xyz": [[-1.17, -0.81, -1.92], [0.14, -0.20, -1.48], [0.09, -0.03, -0.25], [-1.96, 0.13, -2.20], [-0.80, -1.66, -2.88], [-1.61, -1.67, -0.86], [-0.55, -0.43, 0.40], [0.78, 0.65, 0.04]],
  "homo_energy_ev": [-10.49, -10.49],
  "molar_mass_da": 96.0,
  "orbital_gap_ha": [0.3223, 0.3223]
}

---

<b>
{
  "formula": "CH2F2N2O",
  "method": "wB97M-V/def2-TZVPD",
  "elements": ["C", "N", "N", "O", "F", "F", "H", "H"],
  "xyz": [[-1.02, -0.35, -0.20], [-0.04, -1.23, 2.51], [-0.65, -0.69, 0.94], [-1.54, -0.18, -1.24], [1.12, -0.57, 2.69], [-0.67, 2.45, -3.35], [-0.84, -0.85, 3.09], [-0.83, 1.87, -2.57]],
  "smiles": "O=C=NNF.F",
  "homo_energy_ev": -10.72,
  "molar_mass_da": 96.0,
  "orbital_gap_ha": 0.3429
}

---

The structure with the greatest stability is <a>.

---

<a>
{
  "formula": "C7H11N4O",
  "method": "wB97M-V/def2-TZVPD",
  "elements": ["C", "C", "C", "C", "C", "C", "C", "N", "N", "N", "N", "O", "H", "H", "H", "H", "H", "H", "H", "H", "H", "H", "H"],
  "xyz": [[-1.14, 0.14, -0.34], [2.83, -1.23, 1.34], [3.28, -0.86, -0.06], [-3.39, 1.16, -0.42], [2.04, -0.27, 0.41], [0.09, 0.26, -1.20], [0.75, -0.76, -0.28], [-0.48, -0.66, 0.53], [-1.21, -0.81, 1.61], [-2.32, -0.24, 1.50], [-2.35, 0.41, 0.25], [-2.81, 2.34, -0.92], [2.29, -2.10, 1.70], [3.36, -0.72, 2.26], [4.12, -0.06, -0.44], [3.14, -1.57, -0.81], [-3.86, 0.52, -1.12], [-4.20, 1.35, 0.35], [2.04, 0.75, 0.73], [-0.23, -0.04, -2.14], [0.58, 1.12, -1.22], [0.90, -1.79, -0.60], [-3.42, 3.06, -1.14]],
  "smiles": "OC[n+]1nnn2c1C[C@H]2C1CC1",
  "homo_energy_ev": -14.13,
  "molar_mass_da": 167.2,
  "orbital_gap_ha": 0.3818,
  "total_charge": 1
}

---

<b>
{
  "formula": "C7H11N4O",
  "method": "wB97M-V/def2-TZVPD",
  "elements": ["C", "C", "C", "C", "C", "C", "C", "N", "N", "N", "N", "O", "H", "H", "H", "H", "H", "H", "H", "H", "H", "H", "H"],
  "xyz": [[2.50, -1.16, 0.80], [0.94, 0.03, 0.01], [2.06, 0.79, 0.14], [-2.38, 0.20, 0.66], [-0.41, 0.11, -0.67], [2.30, 2.28, -0.18], [-1.83, -1.83, -0.73], [3.07, -0.01, 0.61], [-1.87, 1.48, 0.31], [-0.90, 1.43, -0.42], [-1.31, -0.78, 0.17], [1.17, -1.22, 0.56], [2.89, -2.02, 1.34], [-2.67, 0.34, 1.80], [-3.44, 0.19, 0.24], [-0.40, -0.07, -1.67], [1.58, 2.77, 0.48], [3.31, 2.48, -0.10], [2.08, 2.44, -1.25], [-2.56, -1.45, -1.52], [-1.01, -2.22, -1.32], [-2.39, -2.51, -0.15], [-0.72, -1.25, 0.91]],
  "smiles": "Cc1ncoc1[C@@H]1N=NC[N@H+]1C",
  "homo_energy_ev": -13.20,
  "molar_mass_da": 167.2,
  "orbital_gap_ha": 0.3569,
  "total_charge": 1
}

---

The structure with the greatest stability is <b>.